ORCA calculation (ωB97M-V with the def2-TZVPD basis set) on a molecular structure, C48H49F2MoN5O10PSSi at a distorted geometry.

XYZ file:
```
118
Properties=species:S:1:pos:R:3:forces:R:3
Mo 0.22643 -1.61929 0.99303 1.65 1.94 -0.99
F -0.88843 -3.94212 -3.89281 -0.09 -0.02 -0.10
C -0.17950 -3.99964 -2.74885 0.18 -0.08 0.16
C -0.26462 -2.95561 -1.85606 -0.15 0.38 0.11
C 0.46136 -2.94433 -0.67013 0.13 -1.09 -0.35
C 1.35092 -4.02935 -0.47442 -0.26 0.02 -0.18
C 1.35940 -5.09369 -1.36798 0.01 0.16 0.03
F 2.15710 -6.16883 -1.15189 0.02 -0.05 0.00
C 0.59872 -5.11522 -2.51543 -0.05 -0.02 -0.10
C 2.30899 -3.82270 0.59673 0.19 0.26 0.17
C 3.44881 -4.59073 0.83582 0.08 -0.17 -0.05
C 4.40686 -4.14344 1.71761 -0.13 0.23 0.05
C 4.21001 -2.91913 2.34275 0.16 -0.18 0.00
C 3.04132 -2.23864 2.09833 -0.20 0.10 0.00
N 2.08814 -2.67145 1.26334 1.33 -1.02 0.10
H -0.92504 -2.14139 -2.09671 -0.08 -0.15 0.03
H 0.63024 -5.95051 -3.19965 0.01 0.00 0.01
H 3.59080 -5.51979 0.30933 -0.06 0.03 0.00
H 5.30061 -4.72547 1.90134 -0.01 -0.03 0.01
H 4.93533 -2.51094 3.03279 -0.02 0.03 0.00
H 2.84088 -1.30816 2.59792 0.00 -0.06 0.02
O 0.66980 -1.62585 3.08275 0.00 0.24 -0.26
S -0.02024 -2.96801 3.30143 -0.19 -1.08 0.52
O -1.00471 -2.93932 4.33806 -0.11 0.27 -0.03
O -0.68149 -3.07551 1.88834 -0.98 -1.16 0.99
O 0.96241 -4.01965 3.41885 0.02 -0.03 0.15
O 1.91220 -0.50904 -0.09459 -0.06 0.59 0.08
P 2.76621 0.70270 0.08407 0.69 -0.16 -0.53
N 4.14602 0.42808 -0.83619 -0.46 0.12 -0.20
C 4.30710 -0.87626 -1.51733 0.08 -0.09 0.11
C 4.91972 -0.54849 -2.88992 0.00 0.13 0.04
C 4.64056 0.94477 -3.08135 0.05 -0.07 0.07
C 4.75925 1.47210 -1.65526 0.08 -0.08 0.00
N 2.07757 2.09772 -0.52634 -0.19 -0.51 0.41
C 1.79576 3.29128 0.26819 0.09 0.08 -0.08
C 1.17108 4.22952 -0.76110 -0.08 -0.07 0.02
C 0.35970 3.29328 -1.67939 0.09 0.01 0.00
C 0.92224 1.88212 -1.42623 0.02 0.07 -0.20
N 3.41298 0.98180 1.58940 -0.24 0.42 -0.20
C 4.78602 1.52526 1.70074 0.07 -0.09 0.06
C 4.77235 2.34891 2.98494 -0.10 -0.12 0.03
C 3.73904 1.61930 3.84119 0.05 0.08 -0.11
C 2.65636 1.26748 2.82740 -0.10 -0.01 -0.01
H 3.34138 -1.36969 -1.60678 -0.01 -0.01 0.00
H 4.96251 -1.53224 -0.93714 -0.03 -0.01 -0.01
H 4.49291 -1.16423 -3.68017 0.03 -0.03 0.00
H 5.99885 -0.71561 -2.87055 0.00 -0.02 -0.03
H 3.62339 1.10176 -3.44798 0.00 0.02 0.01
H 5.34106 1.42608 -3.76462 -0.04 0.00 -0.04
H 4.25046 2.42300 -1.50769 0.05 0.02 0.02
H 5.82039 1.58333 -1.39108 -0.03 0.07 0.01
H 2.71525 3.68878 0.70428 -0.02 0.00 0.03
H 1.08039 3.08423 1.06727 -0.06 -0.03 0.05
H 1.95537 4.72974 -1.33170 0.01 0.02 0.02
H 0.55019 4.98880 -0.28457 0.03 0.03 -0.03
H 0.45980 3.58392 -2.72427 -0.03 0.00 -0.01
H -0.70299 3.32093 -1.43778 0.06 0.04 -0.10
H 1.25579 1.39088 -2.34311 -0.03 0.01 0.02
H 0.18302 1.23695 -0.94796 0.03 0.01 -0.04
H 5.06029 2.12623 0.83584 0.04 0.02 0.01
H 5.50274 0.70114 1.77812 0.00 0.02 -0.06
H 4.43004 3.36606 2.77779 0.01 0.00 0.00
H 5.75810 2.40277 3.44625 0.01 0.03 -0.01
H 3.34653 2.23367 4.65038 0.00 -0.07 0.05
H 4.17422 0.71278 4.26786 -0.02 -0.01 0.01
H 1.98227 2.11765 2.69540 -0.03 -0.07 0.01
H 2.06141 0.41014 3.13393 -0.13 0.02 -0.04
O -1.30634 -1.01571 -0.03669 -0.94 0.16 -0.55
Si -2.77869 -0.80629 -0.63960 -0.34 -0.22 -0.58
C -2.63885 0.40297 -2.11816 -0.21 -0.09 0.24
C -1.66221 0.22284 -3.10226 0.05 -0.03 0.08
C -1.61069 1.02698 -4.23097 0.08 0.01 -0.03
C -2.53893 2.04394 -4.40524 -0.02 0.02 0.03
C -3.51318 2.24902 -3.43947 0.00 0.07 -0.05
C -3.55965 1.43666 -2.31334 0.09 0.02 0.06
C -3.43739 -2.43936 -1.35250 0.12 0.17 0.07
C -4.08291 -2.53443 -2.58483 0.12 0.05 0.01
C -4.58506 -3.74617 -3.04099 -0.03 -0.01 -0.04
C -4.44666 -4.88766 -2.26578 -0.01 0.01 -0.01
C -3.79879 -4.81353 -1.03901 -0.01 -0.08 0.04
C -3.30172 -3.60146 -0.58711 0.06 0.11 0.02
C -4.26662 -0.20367 0.38597 0.27 0.00 0.11
C -4.25856 0.31000 1.68291 -0.06 0.02 0.01
C -5.43308 0.72699 2.29905 -0.06 0.03 0.00
C -6.64658 0.63294 1.63763 0.01 0.00 0.01
C -6.68135 0.10780 0.35275 -0.06 0.03 0.00
C -5.50776 -0.30363 -0.25665 0.08 -0.03 -0.08
H -0.92376 -0.56212 -2.98245 0.00 0.15 -0.09
H -0.84507 0.85724 -4.97954 0.00 0.00 0.01
H -2.49946 2.67323 -5.28624 -0.01 0.00 0.00
H -4.24423 3.03915 -3.56635 0.01 0.01 0.02
H -4.32535 1.61031 -1.56656 -0.03 0.02 -0.03
H -4.17605 -1.64843 -3.20621 -0.03 -0.03 -0.02
H -5.07697 -3.79928 -4.00542 0.00 -0.01 0.01
H -4.84232 -5.83340 -2.61649 0.03 -0.01 -0.01
H -3.67816 -5.70553 -0.43558 0.00 0.02 0.01
H -2.78186 -3.54754 0.36512 0.00 -0.08 0.01
H -3.33373 0.35151 2.23696 -0.11 -0.06 0.00
H -5.39666 1.12292 3.30720 0.02 -0.02 0.01
H -7.56171 0.95231 2.12180 0.00 0.01 0.00
H -7.62577 0.01462 -0.17032 0.01 -0.01 -0.01
H -5.55312 -0.72333 -1.25579 -0.07 0.00 0.01
O -1.45304 -0.25316 2.54746 -0.42 0.50 0.32
C -0.90321 0.71791 2.03669 0.21 -0.29 0.16
O 0.12738 0.60998 1.29073 -0.02 0.51 0.62
C -1.47302 2.08975 2.22093 -0.06 0.35 -0.08
C -1.75840 2.59282 3.48664 0.18 -0.20 -0.12
C -2.29126 3.85815 3.62664 -0.20 0.44 0.01
C -2.56742 4.61643 2.49194 0.50 -1.25 -0.17
C -2.32478 4.10515 1.21876 -0.22 0.44 0.11
C -1.77495 2.84839 1.09007 0.07 -0.27 0.14
N -3.12759 5.93497 2.63204 -0.33 0.82 0.09
O -3.35186 6.58201 1.62609 0.04 -0.08 -0.25
O -3.35125 6.35522 3.75177 0.03 -0.11 0.26
H -1.55029 1.97685 4.35209 -0.04 0.01 0.02
H -2.51059 4.27545 4.59852 0.02 -0.02 0.02
H -2.58253 4.70448 0.35751 0.02 -0.02 -0.04
H -1.59966 2.41689 0.11182 0.00 0.04 0.06
```
Forces are in eV/Å.

The energy relative to the best compared isomer or geometry (same formula, charge and spin) comes out at 216.61 kJ/mol. Its expectation value of S² is 2.01. Its spin multiplicity is 3. As for the total charge: -1. The value obtained for the HOMO-LUMO gap (spin up / spin down) is 5.70 / 7.37 eV. The energy comes out at -4181.93354 Ha.


ORCA calculation (ωB97M-V with the def2-TZVPD basis set) on a gas-phase ion, C48H49N4 (charge +1) at a distorted geometry.

XYZ file:
```
101
Properties=species:S:1:pos:R:3:forces:R:3
C -6.80829 -2.13325 0.36480 -0.21 -0.02 0.18
C -5.33847 -2.38431 0.23717 0.01 -0.39 -0.02
C -4.67235 -2.26704 -0.97142 0.06 0.28 0.38
C -3.30694 -2.50645 -1.02631 -0.18 -0.53 0.31
C -2.71989 -2.43894 -2.39643 0.13 0.13 -0.43
C -2.59690 -2.90519 0.12556 -0.87 0.06 -0.39
N -1.19647 -3.14200 -0.04087 -0.02 0.35 -0.50
C 0.01870 -2.09060 -0.00271 0.11 -3.32 2.89
N 1.06492 -3.09287 -0.27428 2.35 0.88 0.71
C 2.45460 -2.89390 -0.28925 -1.54 -1.21 0.40
C 3.09707 -2.05434 0.69097 -0.10 0.98 0.34
C 2.44123 -1.46695 1.78651 1.27 -1.41 -0.81
C 4.50691 -1.86130 0.45297 0.99 0.16 -0.64
C 5.19641 -2.44953 -0.60559 0.14 0.82 1.36
C 6.66089 -2.17427 -0.81376 0.29 -0.08 0.20
C 4.55428 -3.39177 -1.42154 -1.94 -0.39 0.22
C 3.19140 -3.65854 -1.23527 0.82 0.13 -0.25
C 2.51564 -4.50057 -2.27553 0.14 -0.19 -0.60
C 0.62870 -4.37961 -0.01047 0.94 -2.36 -0.45
C -0.70280 -4.41989 0.04839 -0.79 0.31 0.15
C -3.27123 -3.10841 1.36828 -0.02 0.18 -0.90
C -2.49946 -3.53391 2.59869 0.13 0.02 0.30
C -4.65114 -2.84537 1.36719 0.35 0.14 0.12
H -7.08173 -2.45326 1.37457 -0.43 0.17 -0.26
H -7.07105 -1.07563 0.23975 0.12 -0.17 0.05
H -7.38686 -2.70337 -0.37268 0.13 0.08 0.19
H -5.19353 -1.96738 -1.89060 0.13 -0.13 0.48
H -1.63432 -2.38150 -2.39403 -0.08 -0.14 -0.20
H -3.01566 -3.33614 -2.96878 0.13 0.40 0.12
H -3.13125 -1.54433 -2.89190 0.30 -0.40 -0.06
H 2.93298 -0.66518 2.34467 0.01 -0.47 -0.07
H 0.01170 -1.85917 1.05268 -0.07 0.02 0.35
H 1.57163 -1.94451 2.25328 -0.03 0.68 -0.65
H 5.09677 -1.30131 1.19066 -0.41 0.09 -0.42
H 7.11579 -2.92556 -1.46636 -0.08 0.07 0.17
H 6.87969 -1.19639 -1.26509 -0.28 -0.14 0.19
H 7.15115 -2.21995 0.16332 0.19 0.10 -0.22
H 5.06716 -3.91909 -2.23858 -0.10 0.43 0.46
H 3.22553 -4.61327 -3.10079 -0.24 0.01 0.00
H 2.24554 -5.52359 -1.98898 -0.08 0.34 0.23
H 1.62982 -3.98751 -2.66746 0.03 -0.20 0.11
H 1.31700 -5.25129 0.08606 -0.63 1.22 -0.14
H -1.34497 -5.33099 0.16693 0.62 1.31 -0.05
H -3.09972 -3.52819 3.52150 0.00 0.08 -0.49
H -2.05774 -4.54148 2.52434 -0.21 0.31 -0.16
H -1.65852 -2.84434 2.77171 -0.16 -0.13 -0.06
H -5.27016 -2.95699 2.26300 0.58 -0.10 -0.06
C 3.83903 4.16278 -2.75298 0.09 -0.15 0.11
N 4.04218 2.91455 -2.00742 0.36 0.17 -0.69
C 4.94778 2.97611 -0.93732 0.50 0.15 1.38
C 5.32638 4.24081 -0.40941 -0.03 0.20 0.24
C 6.15472 4.37220 0.71585 0.16 -0.84 0.12
C 6.66143 3.22254 1.35871 -0.28 0.00 -0.24
C 6.30072 1.96014 0.86126 -0.31 0.42 -0.08
C 5.44430 1.84470 -0.24621 0.06 0.25 0.13
C 3.10004 1.89020 -2.15450 -0.76 -0.27 -0.54
C 3.38918 0.51023 -2.09678 0.66 0.55 0.09
C 2.36783 -0.40477 -1.81310 0.93 0.50 0.26
C 1.09752 0.03534 -1.51956 -0.84 -1.28 -0.65
C -0.00500 -0.82489 -0.73862 -0.76 3.53 -2.30
C -0.73349 0.31998 0.09055 -0.02 0.07 0.26
C -1.94065 -0.02340 0.64241 -0.93 0.06 0.32
C -2.98140 0.87759 0.85048 -0.45 0.82 0.59
C -2.79638 2.27076 0.71864 0.90 -0.76 -1.37
N -3.85921 3.20583 0.71491 0.33 -0.10 -0.56
C -3.83897 4.23498 -0.32058 0.05 0.14 -0.04
C -4.75346 3.35815 1.77400 -0.51 0.44 1.17
C -5.67963 4.44024 1.82296 0.18 -0.25 -0.03
C -6.48187 4.66390 2.95189 0.27 -0.60 0.11
C -6.40712 3.78747 4.04732 0.06 0.05 -0.03
C -5.52046 2.69552 4.01648 -0.19 0.65 -0.62
C -4.69356 2.50983 2.89994 -0.30 -0.09 0.34
C -1.46714 2.66310 0.37733 -0.60 0.08 0.89
C -0.45138 1.71011 0.19694 0.47 0.56 -0.32
C 0.74453 1.27524 -2.12647 0.60 0.19 -0.01
C 1.74335 2.20371 -2.45685 -0.07 -0.18 0.35
H 3.46834 3.93105 -3.75341 0.03 -0.02 0.13
H 3.12505 4.84393 -2.25750 0.26 -0.12 -0.14
H 4.81796 4.65793 -2.85322 -0.51 -0.13 -0.03
H 4.89732 5.16514 -0.81006 0.26 -0.48 0.07
H 6.39639 5.36443 1.13138 -0.24 -0.57 -0.41
H 7.27522 3.29938 2.26507 -0.21 0.04 -0.53
H 6.65180 1.03885 1.35995 -0.19 0.62 -0.31
H 5.11032 0.85657 -0.52808 0.19 0.07 -0.03
H 4.44493 0.19531 -2.21992 -0.97 0.06 0.07
H 2.61245 -1.45288 -1.76899 0.09 0.25 -0.01
H -0.67485 -1.18384 -1.54238 -0.22 1.26 0.07
H -2.08685 -1.05216 0.92525 -0.46 0.15 -0.41
H -3.98502 0.51235 1.06965 0.34 -0.08 0.18
H -4.84215 4.40391 -0.71709 0.00 -0.10 0.10
H -3.47102 5.19814 0.05894 0.00 -0.10 -0.05
H -3.22631 3.93000 -1.17488 -0.01 -0.10 0.36
H -5.76233 5.12385 0.97756 0.04 -0.17 0.35
H -7.17309 5.52330 2.98553 0.49 -0.56 -0.11
H -7.02501 3.97884 4.93035 0.22 -0.16 -0.36
H -5.47175 1.99375 4.85761 0.05 0.37 -0.37
H -3.98519 1.68637 2.92145 -0.15 0.22 0.00
H -1.26758 3.75633 0.29025 0.17 -1.07 0.27
H 0.57711 2.11897 0.16771 -0.77 -0.47 -0.55
H -0.28988 1.58534 -2.30294 0.38 -0.31 0.29
H 1.46880 3.20162 -2.85638 0.13 -0.86 0.45
```
Forces are in eV/Å.

The energy relative to the best compared isomer or geometry (same formula, charge and spin) comes out at 382.33 kJ/mol. As for the total charge: +1. The value obtained for the HOMO-LUMO gap is 3.80 eV. The energy comes out at -2077.05904 Ha.